C4H8N2O | ωB97M-V/def2-TZVPD

```
! RIJCOSX wB97M-V def2-TZVPD def2/J DEFGRID3
* xyz 0 1
C 1.51 -0.56 0.19
C -1.19 -0.60 -0.43
N -0.80 0.07 -1.45
C 1.35 0.83 0.69
C -2.19 -1.02 0.32
O 0.32 -0.92 0.80
N 0.73 1.73 -0.02
H 0.15 1.33 -0.84
H -0.68 -0.47 -2.30
H 0.41 2.57 0.43
H 1.51 -0.62 -0.91
H 2.38 -1.08 0.61
H 1.73 1.10 1.67
H -3.21 -0.83 -0.01
H -2.02 -1.53 1.25
*
```

Its HOMO-LUMO gap is 8.846 eV. The electronic energy is -341.830757 Ha. The calculation puts the energy relative to the best compared isomer or geometry (same formula, charge and spin) at 453.9 kJ/mol.


C4H8N2O | ωB97M-V/def2-TZVPD

```
! RIJCOSX wB97M-V def2-TZVPD def2/J DEFGRID3
* xyz 0 1
N 1.97 -0.82 0.26
C 1.30 0.03 0.67
C 0.16 0.88 0.90
N 0.51 2.32 0.83
C -0.75 0.06 -0.53
C -0.32 -1.30 -1.07
O -0.52 -2.38 -0.20
H -0.32 0.62 1.86
H -0.33 2.89 0.88
H 1.08 2.64 1.62
H -0.69 0.75 -1.38
H -1.77 -0.09 -0.16
H 0.61 -1.38 -1.66
H -1.19 -1.17 -1.79
H 0.21 -3.00 -0.26
*
```

Its HOMO-LUMO gap is 10.469 eV. The electronic energy is -341.872346 Ha. The calculation puts the energy relative to the best compared isomer or geometry (same formula, charge and spin) at 344.7 kJ/mol. The SMILES is N#C[C@@H](N)CCO.


C4H8N2O | ωB97M-V/def2-TZVPD

```
! RIJCOSX wB97M-V def2-TZVPD def2/J DEFGRID3
* xyz 0 1
H 3.69 -0.82 0.02
N 3.33 0.12 -0.12
C 2.07 0.21 -0.17
N 1.14 -0.78 -0.11
O 1.51 1.42 -0.37
H 1.41 -1.67 0.27
H 0.17 -0.51 0.02
H 2.24 2.05 -0.48
C -2.84 -0.94 -0.50
C -2.23 0.00 0.14
C -1.60 0.94 0.77
H -3.84 -0.81 -0.88
H -2.39 -1.90 -0.69
H -1.67 1.04 1.85
H -0.99 1.66 0.26
*
```

Its HOMO-LUMO gap is 10.065 eV. The electronic energy is -341.911133 Ha. The calculation puts the energy relative to the best compared isomer or geometry (same formula, charge and spin) at 242.9 kJ/mol. The SMILES is [H]/N=C(\N)O.C=C=C.


C4H8N2O | ωB97M-V/def2-TZVPD

```
! RIJCOSX wB97M-V def2-TZVPD def2/J DEFGRID3
* xyz 0 1
C 0.39 -1.47 -0.87
C -0.81 -0.88 -0.37
O -2.05 -1.45 -0.51
C -0.45 0.26 0.28
N -1.16 1.47 0.50
C 0.98 0.11 0.46
N 1.83 1.17 0.25
H 0.91 -0.99 -1.68
H 0.51 -2.56 -0.84
H -2.62 -1.16 0.22
H -1.23 1.76 1.46
H -2.05 1.51 0.03
H 1.34 -0.61 1.18
H 2.82 1.01 0.35
H 1.57 1.83 -0.46
*
```

Its HOMO-LUMO gap is 8.309 eV. The electronic energy is -341.877825 Ha. The calculation puts the energy relative to the best compared isomer or geometry (same formula, charge and spin) at 330.3 kJ/mol. The SMILES is C=C(O)/C(N)=C/N.


C4H8N2O | ωB97M-V/def2-TZVPD

```
! RIJCOSX wB97M-V def2-TZVPD def2/J DEFGRID3
* xyz 0 1
N 0.79 -1.20 -0.70
C 1.57 -0.75 0.28
O 2.69 -1.09 0.66
C 0.91 0.43 1.05
N -0.43 0.67 0.55
C -1.73 0.02 0.37
C -1.15 1.16 -0.37
H 1.28 -1.95 -1.19
H -0.20 -0.31 -1.69
H 0.85 0.19 2.11
H 1.50 1.34 0.91
H -1.69 -0.96 -0.11
H -2.46 0.19 1.16
H -0.74 0.22 -2.04
H -1.21 2.04 -0.99
*
```

Its HOMO-LUMO gap is 8.244 eV. The electronic energy is -341.783146 Ha. The calculation puts the energy relative to the best compared isomer or geometry (same formula, charge and spin) at 578.9 kJ/mol.


C4H8N2O | ωB97M-V/def2-TZVPD

```
! RIJCOSX wB97M-V def2-TZVPD def2/J DEFGRID3
* xyz 0 1
C -1.21 -0.92 1.06
C 0.62 -0.64 -1.43
C 0.34 2.24 0.60
C 1.10 -0.13 0.89
O -0.02 -0.43 1.64
N 1.45 -0.31 -0.30
N -0.20 2.58 -0.38
H -0.66 2.85 -1.22
H 1.89 0.11 1.59
H -1.77 -0.12 0.57
H -1.81 -1.31 1.90
H -1.02 -1.74 0.35
H -0.35 -0.13 -1.45
H 0.45 -1.72 -1.49
H 1.18 -0.33 -2.33
*
```

Its HOMO-LUMO gap is 10.099 eV. The electronic energy is -341.861351 Ha. The calculation puts the energy relative to the best compared isomer or geometry (same formula, charge and spin) at 373.6 kJ/mol.


C4H8N2O | ωB97M-V/def2-TZVPD

```
! RIJCOSX wB97M-V def2-TZVPD def2/J DEFGRID3
* xyz 0 1
C -2.20 0.59 0.63
N -0.92 -0.11 0.54
C 0.66 0.06 -0.80
C 2.02 -0.38 -0.36
O 2.79 0.69 0.15
C -0.51 -0.79 -0.74
N -0.97 -1.66 -1.45
H -2.99 -0.12 0.93
H -2.17 1.41 1.36
H -2.46 0.98 -0.36
H -0.70 -0.66 1.36
H 0.60 1.02 -1.30
H 2.54 -0.76 -1.26
H 1.95 -1.23 0.33
H 2.37 0.97 0.97
*
```

Its HOMO-LUMO gap (spin up / spin down) is 9.135 / 6.216 eV. The electronic energy is -341.781030 Ha. The calculation puts the energy relative to the best compared isomer or geometry (same formula, charge and spin) at 584.5 kJ/mol.


C4H8N2O | ωB97M-V/def2-TZVPD

```
! RIJCOSX wB97M-V def2-TZVPD def2/J DEFGRID3
* xyz 0 1
H -0.61 -0.26 1.82
N 0.25 -0.16 1.28
C 0.02 -0.15 0.02
N -1.17 -0.19 -0.64
C -2.44 -0.05 0.02
C 1.20 -0.04 -0.93
C 2.55 0.25 -0.32
O 1.02 -0.17 -2.12
H -1.10 -0.17 -1.65
H -3.21 0.17 -0.72
H -2.41 0.79 0.74
H -2.73 -0.96 0.57
H 2.84 -0.55 0.36
H 3.28 0.37 -1.12
H 2.49 1.16 0.28
*
```

Its HOMO-LUMO gap is 9.914 eV. The electronic energy is -341.964918 Ha. The calculation puts the energy relative to the best compared isomer or geometry (same formula, charge and spin) at 101.7 kJ/mol. The SMILES is [H]/N=C(\NC)C(C)=O.


C4H8N2O | ωB97M-V/def2-TZVPD

```
! RIJCOSX wB97M-V def2-TZVPD def2/J DEFGRID3
* xyz 0 1
H -1.26 -1.43 -1.30
N -1.56 -0.71 -0.66
C -0.84 0.01 0.08
C -1.39 0.76 1.24
C 0.63 0.27 -0.23
N 1.44 -0.23 0.86
C 0.90 -0.38 -1.61
O 1.67 -1.30 -1.76
H -2.42 0.45 1.41
H -1.37 1.83 1.04
H -0.78 0.56 2.11
H 0.79 1.35 -0.35
H 1.29 -1.22 0.99
H 2.43 -0.12 0.64
H 0.46 0.16 -2.47
*
```

Its HOMO-LUMO gap is 10.195 eV. The electronic energy is -341.927677 Ha. The calculation puts the energy relative to the best compared isomer or geometry (same formula, charge and spin) at 199.5 kJ/mol. The SMILES is [H]/N=C(/C)[C@@H](N)C=O.


C4H8N2O | ωB97M-V/def2-TZVPD

```
! RIJCOSX wB97M-V def2-TZVPD def2/J DEFGRID3
* xyz 0 3
C -1.75 -0.86 -0.78
C -0.81 -0.33 0.04
C 1.53 0.70 -0.86
C 1.04 -0.27 0.18
N -2.74 -0.04 -0.16
N -1.74 0.39 0.82
O 1.42 -1.53 0.30
H -1.71 -1.48 -1.66
H 2.52 1.10 -0.50
H 0.88 1.44 -1.05
H 1.78 0.17 -1.78
H 1.19 0.37 1.11
H -3.62 -0.32 0.32
H -1.69 1.43 0.98
H 1.03 -2.07 -0.42
*
```

Its HOMO-LUMO gap (spin up / spin down) is 4.901 / 8.132 eV. The electronic energy is -341.642836 Ha. The calculation puts the energy relative to the best compared isomer or geometry (same formula, charge and spin) at 394.4 kJ/mol. As for the expectation value of S²: 2.0098.


C4H8N2O2 | ωB97M-V/def2-TZVPD

```
! RIJCOSX wB97M-V def2-TZVPD def2/J DEFGRID3
* xyz 0 1
C -0.09 1.84 -0.12
C -0.45 0.27 0.05
C 0.74 -0.51 -0.09
C -1.83 -0.26 0.08
H 0.53 2.36 0.65
H -0.95 2.45 -0.08
H 0.66 1.90 -1.10
H 2.85 -0.34 0.11
H 1.67 1.20 1.34
H 1.93 -2.43 -0.40
H 0.06 -2.31 -0.30
H -3.15 -1.57 0.07
N 2.01 0.27 0.00
N 0.88 -1.94 -0.18
O -2.06 -1.49 0.21
O -2.81 0.57 -0.23
*
```

Its HOMO-LUMO gap is 7.434 eV. The electronic energy is -417.006331 Ha. The calculation puts the energy relative to the best compared isomer or geometry (same formula, charge and spin) at 655.4 kJ/mol.


C4H8N2O2 | ωB97M-V/def2-TZVPD

```
! RIJCOSX wB97M-V def2-TZVPD def2/J DEFGRID3
* xyz 0 1
C -1.38 0.26 1.70
C -0.44 0.04 0.55
C 0.61 -0.78 0.58
C 1.33 -0.94 -0.73
O 2.22 -0.22 -1.14
O 1.02 -2.13 -1.28
N -0.82 0.66 -0.70
N -0.07 1.78 -1.13
H -1.66 1.32 1.77
H -2.29 -0.33 1.56
H -0.92 -0.03 2.65
H 0.90 -1.39 1.42
H 1.64 -2.21 -2.03
H -1.09 0.02 -1.45
H 0.89 1.51 -1.38
H 0.05 2.45 -0.37
*
```

Its HOMO-LUMO gap is 9.319 eV. The electronic energy is -417.157289 Ha. The calculation puts the energy relative to the best compared isomer or geometry (same formula, charge and spin) at 259.0 kJ/mol. The SMILES is C/C(=C/C(=O)O)NN.


What did we get for M? Answer: 100.1; 100.1; 100.1; 100.1; 100.1; 100.1; 100.1; 100.1; 100.1; 100.1; 116.1; 116.1 g mol⁻¹, in the order shown.